C49H109BF4N5O8Ti as an isolated structure at a distorted geometry. Source: the OMol25 dataset; level of theory: ωB97M-V with the def2-TZVPD basis set.

Structure (XYZ):
```
177
C49H109BF4N5O8Ti, DFT ωB97M-V with the def2-TZVPD basis set
Ti -0.46 -0.17 0.64
C -8.08 -1.12 -0.18
C -7.15 0.00 -0.13
N -5.75 -0.12 0.08
C -5.15 1.24 0.26
C -5.46 -0.79 1.37
C -4.03 -1.01 1.90
C -5.06 -1.01 -0.93
C -5.52 -0.72 -2.34
O -5.25 0.58 -2.78
C -3.92 0.82 -3.15
H -8.16 -1.57 0.82
H -7.69 -1.91 -0.86
H -9.07 -0.88 -0.61
H -7.51 0.69 0.62
H -7.17 0.60 -1.06
H -4.09 1.15 0.53
H -5.62 1.69 1.13
H -5.29 1.91 -0.57
H -5.88 -1.76 1.24
H -6.11 -0.32 2.11
H -4.11 -1.74 2.69
H -3.49 -0.15 2.30
H -3.27 -1.46 1.22
H -5.24 -2.06 -0.71
H -3.99 -0.88 -0.83
H -6.61 -0.80 -2.38
H -5.00 -1.44 -3.04
H -3.91 1.92 -3.14
H -3.76 0.32 -4.12
H -3.25 0.48 -2.36
C 1.36 -6.07 -1.83
C 2.31 -5.44 -0.79
N 1.86 -4.12 -0.22
C 1.74 -3.16 -1.39
C 0.58 -4.25 0.43
C 0.31 -5.47 1.29
C 2.91 -3.50 0.69
C 3.07 -4.12 2.03
O 3.68 -5.37 2.00
C 4.34 -5.76 3.22
H 0.45 -6.45 -1.40
H 1.89 -6.87 -2.31
H 1.04 -5.43 -2.67
H 3.22 -5.24 -1.35
H 2.54 -6.10 0.04
H 1.56 -2.13 -1.03
H 0.92 -3.56 -1.96
H 2.69 -3.16 -1.93
H -0.19 -4.32 -0.34
H 0.32 -3.36 0.98
H 0.36 -6.39 0.70
H -0.70 -5.39 1.70
H 1.03 -5.60 2.13
H 2.80 -2.41 0.69
H 3.87 -3.62 0.19
H 2.15 -4.12 2.65
H 3.82 -3.43 2.40
H 4.44 -6.86 3.11
H 3.69 -5.54 4.09
H 5.30 -5.25 3.33
C 2.27 0.68 -8.91
C 2.10 -0.13 -7.64
C 1.33 0.69 -6.59
N 0.84 -0.09 -5.39
C 1.91 -0.90 -4.72
C 2.96 0.02 -4.09
C 2.36 0.91 -2.99
C 1.27 1.75 -3.62
C 0.25 0.90 -4.35
C -0.23 -1.01 -5.79
H 2.87 0.17 -9.68
H 2.78 1.56 -8.62
H 1.32 0.94 -9.34
H 3.07 -0.34 -7.17
H 1.62 -1.06 -7.73
H 0.44 1.12 -7.02
H 1.94 1.48 -6.16
H 2.37 -1.50 -5.49
H 1.45 -1.54 -4.02
H 3.38 0.62 -4.87
H 3.81 -0.59 -3.84
H 3.10 1.53 -2.48
H 1.92 0.30 -2.19
H 1.73 2.50 -4.27
H 0.66 2.30 -2.92
H -0.57 1.44 -4.90
H -0.26 0.28 -3.63
H -0.49 -1.51 -4.88
H 0.15 -1.77 -6.47
H -1.05 -0.43 -6.19
C -1.18 5.07 1.63
C -1.95 4.20 2.59
C -0.93 3.45 3.39
N -1.54 2.55 4.44
C -0.41 1.62 4.98
C -0.74 1.04 6.34
C -1.41 2.02 7.32
C -2.58 2.82 6.69
C -2.13 3.48 5.48
C -2.55 1.66 3.79
H -0.41 4.56 1.02
H -0.70 5.86 2.19
H -1.87 5.53 0.93
H -2.62 3.50 2.12
H -2.63 4.73 3.24
H -0.18 4.07 3.94
H -0.47 2.76 2.68
H 0.48 2.24 5.11
H -0.14 0.93 4.20
H 0.25 0.75 6.79
H -1.29 0.09 6.19
H -0.70 2.80 7.56
H -1.66 1.49 8.26
H -2.90 3.58 7.39
H -3.44 2.15 6.50
H -1.38 4.21 5.66
H -2.97 3.91 4.89
H -2.17 1.27 2.84
H -3.41 2.25 3.54
H -2.89 0.88 4.46
C 2.01 4.83 -1.52
C 3.17 4.09 -0.83
C 2.54 3.13 0.14
N 3.50 2.63 1.16
C 2.67 1.54 1.89
C 3.49 0.90 2.95
C 4.77 0.31 2.35
C 5.56 1.35 1.58
C 4.70 2.02 0.53
C 3.83 3.73 2.16
H 1.19 5.21 -0.92
H 1.58 4.21 -2.32
H 2.39 5.68 -2.10
H 3.79 4.81 -0.28
H 3.83 3.60 -1.56
H 1.95 2.30 -0.32
H 1.77 3.68 0.71
H 2.51 0.78 1.15
H 1.67 1.91 2.12
H 2.92 0.04 3.29
H 3.75 1.57 3.77
H 4.51 -0.45 1.58
H 5.33 -0.22 3.13
H 6.44 0.88 1.13
H 5.94 2.07 2.28
H 4.36 1.26 -0.16
H 5.29 2.77 -0.07
H 4.51 3.33 2.91
H 2.85 3.98 2.55
H 4.28 4.56 1.59
C -0.20 -2.23 4.22
C -0.16 -1.47 2.91
O -0.68 -1.97 1.87
O 0.34 -0.29 2.79
H -0.69 -3.20 3.98
H -0.82 -1.75 4.99
H 0.76 -2.40 4.70
C -2.55 -3.21 -2.38
C -1.43 -2.08 -1.90
O -0.54 -1.84 -2.69
O -1.57 -1.45 -0.81
H -3.47 -2.90 -1.92
H -2.18 -4.19 -2.12
H -2.55 -3.06 -3.48
C -1.86 3.17 -1.18
C -1.34 2.00 -0.33
O -2.03 1.48 0.63
O -0.26 1.48 -0.70
H -2.81 3.56 -0.82
H -2.11 2.78 -2.17
H -1.00 3.79 -1.34
B 4.61 -1.05 -1.10
F 4.34 -1.95 -2.15
F 3.39 -0.81 -0.54
F 5.36 -1.78 -0.20
F 5.25 0.13 -1.51
```

Properties
⟨S²⟩: 3.754
Total charge: +2
2S+1: 4
E_LUMO (alpha / beta) (eV): -3.535 / -3.544
Gap between HOMO and LUMO (alpha / beta) (eV): 3.521 / 9.150
E_HOMO (alpha / beta) (eV): -7.1 / -12.7

Here are the Mulliken charges for atoms 1 to 99, given in e: 1.182, -1.382, -0.635, 1.256, -0.152, -1.210, -0.065, -0.169, -1.055, -0.384, -0.666, 0.351, 0.279, 0.398, 0.505, 0.582, -0.469, 0.382, 0.428, 0.655, 0.614, 0.818, -0.895, -0.148, 0.677, -0.636, 0.474, 0.352, 0.402, 0.394, 0.187, -1.214, -0.552, 1.240, -1.649, 0.665, -1.836, 0.605, -1.342, -0.405, -0.831, 0.259, 0.513, 0.210, 0.503, 0.566, -0.184, 1.012, 0.298, 0.022, 0.053, 0.350, 0.529, 0.291, -0.614, 0.490, 0.197, 0.862, 0.271, 0.310, 0.306, -1.390, -0.503, -0.741, 0.425, -0.600, -1.336, 1.141, -0.051, -0.269, -0.704, 0.376, 0.370, 0.370, 0.301, 0.404, 0.511, 0.541, 0.551, 0.215, 0.658, 0.682, 0.207, -1.066, 0.782, -0.781, 0.527, -0.396, 0.127, 0.372, 0.323, -1.484, -0.009, 0.019, 0.870, 0.073, -0.777, -1.026, -0.684


A 5-piece molecular cluster, C49H109F2NO7P3S2 overall at a distorted geometry. Source: the OMol25 dataset; level of theory: ωB97M-V with the def2-TZVPD basis set.

Structure (XYZ):
```
173
C49H109F2NO7P3S2, DFT ωB97M-V with the def2-TZVPD basis set
C -4.90 21.72 3.19
C -3.86 21.93 2.17
C -2.38 21.65 2.61
C -2.09 20.12 2.93
P -0.68 19.69 3.99
C -1.42 19.43 5.69
C -2.13 20.66 6.30
C -3.51 20.59 7.07
C -4.04 21.87 7.62
C 0.62 20.95 4.02
C 1.88 20.84 4.97
C 2.87 22.04 4.98
C 4.09 21.68 5.91
C -0.06 18.11 3.54
C -1.08 16.95 3.41
C -0.71 15.73 4.34
C -0.48 16.00 5.79
H -5.81 22.27 2.93
H -4.64 22.27 4.09
H -5.01 20.69 3.54
H -3.90 22.99 1.94
H -4.05 21.47 1.20
H -2.08 22.36 3.38
H -1.60 21.81 1.86
H -1.95 19.59 1.99
H -3.00 19.63 3.29
H -0.49 19.23 6.22
H -2.10 18.58 5.71
H -2.23 21.47 5.58
H -1.38 20.91 7.04
H -3.48 19.66 7.63
H -4.22 20.37 6.27
H -4.97 21.54 8.09
H -4.29 22.64 6.90
H -3.43 22.18 8.47
H -0.04 21.74 4.37
H 0.96 21.29 3.04
H 2.47 20.00 4.60
H 1.62 20.52 5.98
H 2.33 22.95 5.23
H 3.34 22.20 4.01
H 3.56 21.29 6.78
H 4.79 22.51 6.01
H 4.64 20.85 5.48
H 0.85 18.00 4.12
H 0.19 18.24 2.49
H -1.10 16.58 2.39
H -2.09 17.31 3.58
H 0.17 15.23 3.95
H -1.57 15.05 4.38
H 0.31 16.73 6.00
H -0.20 15.12 6.37
H -1.31 16.45 6.35
C 13.90 18.00 4.21
C 14.08 16.48 4.18
C 13.00 15.61 4.74
C 13.13 14.08 4.41
P 14.45 13.20 5.34
C 16.10 13.31 4.45
C 16.88 12.02 4.75
C 18.27 12.22 4.35
C 19.20 11.16 4.77
C 14.79 14.08 6.97
C 15.77 13.37 7.88
C 15.98 14.02 9.24
C 14.81 14.31 10.13
C 13.91 11.46 5.61
C 12.58 11.35 6.44
C 12.36 9.83 6.76
C 10.95 9.42 7.14
H 13.92 18.28 5.26
H 12.94 18.26 3.77
H 14.67 18.52 3.64
H 15.03 16.18 4.63
H 14.23 16.22 3.13
H 12.09 15.97 4.27
H 13.05 15.88 5.80
H 13.30 13.84 3.36
H 12.24 13.51 4.67
H 16.54 14.13 5.03
H 16.00 13.60 3.41
H 16.38 11.23 4.18
H 16.88 11.71 5.80
H 18.67 13.16 4.75
H 18.25 12.21 3.26
H 19.11 10.32 4.08
H 18.90 10.82 5.76
H 20.24 11.50 4.75
H 13.80 14.06 7.43
H 15.12 15.08 6.69
H 16.71 13.12 7.39
H 15.49 12.33 8.08
H 16.65 14.81 8.92
H 16.62 13.38 9.85
H 14.11 15.01 9.67
H 15.18 14.84 11.00
H 14.40 13.32 10.33
H 14.79 10.99 6.05
H 13.77 11.05 4.61
H 11.75 11.64 5.79
H 12.69 11.95 7.35
H 13.03 9.35 7.48
H 12.62 9.33 5.83
H 10.77 9.43 8.22
H 10.84 8.37 6.88
H 10.14 10.00 6.71
C 0.90 21.31 14.28
C 1.92 20.10 14.20
C 1.42 18.93 15.05
C 1.22 17.68 14.30
P 0.60 16.25 15.38
C -0.90 16.84 16.40
C -2.26 16.90 15.71
C -3.53 17.22 16.56
C -4.93 17.25 15.84
C 0.16 14.81 14.27
C -0.72 13.55 14.83
C -0.81 12.24 14.11
C -1.55 11.05 14.83
C 1.84 15.82 16.64
C 1.76 14.44 17.34
C 2.75 14.30 18.62
C 2.83 12.86 19.12
H 0.18 21.19 13.48
H 1.55 22.13 13.94
H 0.45 21.63 15.22
H 2.95 20.18 14.55
H 1.97 19.72 13.18
H 0.44 19.21 15.43
H 2.17 18.85 15.84
H 2.15 17.28 13.88
H 0.50 17.76 13.49
H -0.76 17.85 16.80
H -1.10 16.25 17.30
H -2.55 15.96 15.26
H -2.02 17.59 14.91
H -3.50 18.26 16.90
H -3.63 16.65 17.49
H -5.50 18.17 15.98
H -5.62 16.48 16.18
H -4.98 17.34 14.75
H 1.07 14.34 13.88
H -0.37 15.19 13.40
H -1.70 13.97 15.03
H -0.22 13.31 15.77
H 0.17 11.98 13.71
H -1.49 12.33 13.26
H -1.65 10.17 14.19
H -2.53 11.19 15.28
H -1.01 10.76 15.73
H 1.83 16.53 17.47
H 2.73 15.90 16.03
H 2.03 13.78 16.51
H 0.77 14.23 17.73
H 2.46 14.83 19.53
H 3.72 14.64 18.28
H 2.69 12.17 18.29
H 2.13 12.62 19.92
H 3.82 12.64 19.51
O 8.71 18.86 14.72
C 9.63 19.61 14.31
O 10.01 19.87 13.18
O 10.22 20.39 15.05
H 8.46 18.11 14.18
N 6.68 14.07 11.86
S 7.44 12.74 12.39
O 8.66 12.44 11.78
O 6.69 11.55 12.79
F 7.97 13.39 13.74
S 6.58 13.63 10.42
O 5.80 12.46 10.10
O 7.64 14.08 9.56
F 5.49 14.76 10.02
```

Properties
ΔE to the lowest compared entry with this formula, charge and spin (kcal/mol): 331.8
Total charge: +1
E_LUMO (eV): -2.013
Gap between HOMO and LUMO (eV): 1.921
E_HOMO (eV): -3.9

Here are the Mulliken charges for atoms 1 to 99, given in e: -0.941, -0.832, -0.858, -0.947, 0.724, -0.740, -0.628, -0.647, -1.329, -0.975, -0.822, -0.514, -1.190, -0.981, -0.778, -0.519, -1.120, 0.399, 0.149, 0.289, 0.369, 0.346, 0.383, 0.521, 0.649, 0.443, 0.702, 0.512, 0.136, 0.368, 0.464, 0.270, 0.401, 0.315, 0.354, 0.493, 0.592, 0.323, 0.441, 0.415, 0.336, 0.334, 0.380, 0.311, 0.636, 0.427, 0.466, 0.342, 0.286, 0.330, 0.267, 0.387, 0.263, -1.382, -0.179, -0.659, -1.022, 0.775, -0.970, -0.628, -0.439, -1.330, -0.787, -0.722, -0.840, -1.233, -1.328, -0.528, -0.637, -1.306, 0.348, 0.335, 0.375, 0.130, 0.355, 0.511, 0.299, 0.603, 0.413, 0.547, 0.638, 0.413, 0.287, 0.369, 0.328, 0.310, 0.331, 0.368, 0.669, 0.565, 0.222, 0.385, 0.387, 0.412, 0.308, 0.389, 0.312, 0.480, 0.644